No. 1
46
Properties=species:S:1:pos:R:3:mulliken_spin:R:1 method="wB97M-V/def2-TZVPD" largest_force_ev_per_a=2.722 orbital_gap_ev="7.204 / 7.974" s_squared=6.091 total_charge=+2 e_tot_ev=-174680.2758 multiplicity=5
Cr -0.276 -0.164 -0.646 4.228
O 0.715 -0.290 -2.703 0.030
C 0.297 -0.652 -3.831 0.016
O -1.749 -1.133 -1.749 0.035
C -1.762 -1.641 -2.884 0.023
O -2.716 -2.486 -3.217 0.004
N -0.894 -1.396 -3.934 -0.006
C -2.574 -2.815 -4.641 0.001
C -1.420 -2.001 -5.163 0.000
H -3.526 -2.585 -5.136 0.000
H -2.345 -3.883 -4.738 0.000
H -1.766 -1.208 -5.832 0.000
H -0.670 -2.577 -5.712 0.000
C 0.943 -0.370 -5.115 0.003
C 2.236 -0.002 -5.302 0.003
H 0.307 -0.452 -6.013 0.000
H 3.002 -0.046 -4.512 0.000
H 2.581 0.335 -6.301 0.000
C -1.983 2.685 2.699 -0.012
As -0.765 1.789 1.453 -0.118
C -0.083 3.412 0.675 -0.009
C 0.609 1.590 2.925 0.010
C 0.926 2.476 3.960 -0.001
C 1.677 2.017 5.050 -0.002
C 2.063 0.659 5.136 0.001
C 1.705 -0.229 4.120 -0.005
C 1.035 0.256 3.007 0.032
As 0.409 -0.912 1.551 -0.258
C 2.027 -1.967 1.569 -0.005
C -1.164 -1.623 2.457 0.013
H -2.834 3.036 2.106 0.000
H -1.460 3.516 3.182 -0.003
H -2.307 1.967 3.458 0.001
H -0.020 4.201 1.440 -0.003
H 0.893 3.187 0.231 0.002
H -0.775 3.697 -0.130 0.008
H 0.596 3.532 3.956 0.000
H 1.952 2.694 5.856 0.000
H 2.602 0.281 5.997 0.000
H 1.908 -1.301 4.215 0.000
H 2.060 -2.429 2.562 -0.006
H 1.991 -2.681 0.740 0.003
H 2.848 -1.260 1.401 0.007
H -0.780 -2.129 3.345 -0.004
H -1.840 -0.794 2.700 0.006
H -1.675 -2.304 1.768 0.007

---

No. 2
46
Properties=species:S:1:pos:R:3:lowdin_charge:R:1 method="wB97M-V/def2-TZVPD" largest_force_ev_per_a=0.607 orbital_gap_ev="4.298 / 4.281" e_above_lowest_kj_mol=72.5 total_charge=+1 e_tot_ev=-32581.2907
Ru -0.079 0.226 -0.109 1.310
C -0.080 1.017 1.860 -0.288
C 0.514 2.005 1.026 -0.265
C 1.653 1.420 0.408 -0.297
C 1.850 0.105 0.947 -0.291
C 0.760 -0.168 1.820 -0.308
C 0.562 -1.355 2.705 -0.018
C 3.121 -0.657 0.780 -0.027
C 2.555 2.094 -0.569 -0.005
C 0.055 3.400 0.773 -0.006
C -1.320 1.143 2.679 0.002
H -0.415 -1.813 2.552 0.093
H 0.620 -1.049 3.751 0.100
H 1.329 -2.111 2.545 0.073
H 3.437 -0.711 -0.261 0.083
H 3.067 -1.664 1.184 0.072
H 3.909 -0.129 1.323 0.108
H 3.431 2.491 -0.050 0.107
H 2.054 2.923 -1.063 0.088
H 2.909 1.398 -1.329 0.087
H -0.258 3.537 -0.260 0.090
H 0.877 4.088 0.979 0.103
H -0.784 3.669 1.406 0.080
H -2.046 0.373 2.414 0.094
H -1.796 2.110 2.538 0.085
H -1.082 1.025 3.739 0.100
F -3.674 1.299 0.211 0.220
B -3.196 2.226 -0.624 -1.032
F -2.734 3.354 -0.106 0.245
F -3.633 2.231 -1.877 0.246
F -1.501 1.298 -0.992 -0.354
C -2.634 -0.719 -2.360 0.007
C -1.480 -1.597 -2.244 -0.209
C -1.298 -2.785 -3.055 0.038
C -0.278 -3.474 -2.507 0.039
C 0.219 -2.664 -1.414 -0.239
C 1.389 -2.983 -0.599 0.009
N -0.506 -1.537 -1.284 -0.002
H -3.322 -1.084 -3.117 0.108
H -2.325 0.307 -2.600 0.103
H -3.140 -0.612 -1.392 0.112
H -1.953 -3.070 -3.861 0.131
H 0.124 -4.432 -2.790 0.130
H 1.625 -4.043 -0.645 0.106
H 1.218 -2.662 0.432 0.071
H 2.255 -2.422 -0.964 0.100

---

No. 3
50
Properties=species:S:1:pos:R:3:mulliken_spin:R:1 method="wB97M-V/def2-TZVPD" largest_force_ev_per_a=0.874 orbital_gap_ev="7.353 / 7.804" s_squared=0.757 e_above_lowest_kj_mol=34.5 total_charge=+1 e_tot_ev=-69870.8586 multiplicity=2
Ti -1.006 0.241 -1.559 1.041
B 0.342 1.757 -3.789 -0.004
N 0.342 2.624 -2.494 0.008
C 0.890 3.813 -2.244 0.003
C 0.404 4.284 -1.029 -0.004
C -0.467 3.295 -0.589 -0.003
N -0.498 2.300 -1.486 0.002
N 0.937 0.337 -3.527 0.012
C 2.120 -0.174 -3.873 0.005
C 2.099 -1.547 -3.651 -0.003
C 0.828 -1.804 -3.154 0.000
N 0.126 -0.664 -3.099 -0.001
H 0.996 2.311 -4.625 0.001
H -0.821 1.577 -4.082 0.001
H 1.568 4.264 -2.951 0.001
H 0.632 5.221 -0.550 0.000
H -1.072 3.251 0.301 0.000
H 2.891 0.457 -4.285 0.001
H 2.884 -2.256 -3.850 0.000
H 0.379 -2.738 -2.856 -0.001
C 1.890 1.302 1.123 0.003
N 1.427 0.038 1.683 0.000
C 1.894 -0.288 3.029 0.000
C 1.921 -1.788 3.218 0.000
C 0.551 -2.342 2.903 0.000
N 0.077 -1.850 1.608 -0.001
C -0.919 -2.684 0.951 -0.006
C 0.533 -0.726 1.049 0.000
O 0.134 -0.364 -0.115 -0.003
H 2.980 1.321 1.118 0.000
H 1.529 2.136 1.728 0.000
H 1.533 1.420 0.108 0.000
H 1.246 0.188 3.771 0.000
H 2.892 0.131 3.142 0.000
H 2.200 -2.034 4.241 0.000
H 2.664 -2.228 2.550 0.000
H -0.172 -2.066 3.675 0.000
H 0.581 -3.430 2.853 0.000
H -0.456 -3.583 0.541 0.000
H -1.418 -2.141 0.161 0.003
H -1.670 -2.968 1.685 -0.001
Te -3.598 -0.127 -1.968 -0.067
C -3.602 -0.276 0.142 0.011
C -4.135 -1.224 0.964 0.010
C -3.891 -0.970 2.346 0.000
C -3.151 0.150 2.562 -0.001
S -2.795 0.938 1.076 -0.005
H -4.697 -2.072 0.594 -0.001
H -4.270 -1.590 3.148 0.000
H -2.856 0.581 3.508 0.000

---

No. 4
80
Properties=species:S:1:pos:R:3:lowdin_charge:R:1 method="wB97M-V/def2-TZVPD" largest_force_ev_per_a=1.614 orbital_gap_ev=9.313 total_charge=0 e_tot_ev=-2083423.4986
C 9.647 8.648 11.512 -1.523
Br 9.626 7.558 13.133 0.595
Br 7.884 8.818 10.750 0.570
Br 11.014 8.061 10.102 0.502
H 10.024 9.631 11.784 -0.117
C 20.545 10.639 14.958 -1.593
Br 21.116 12.504 15.122 0.560
Br 19.514 10.364 13.383 0.607
Br 19.727 10.028 16.598 0.595
H 21.444 10.028 14.843 -0.022
C 18.471 15.211 12.745 -1.439
Br 17.656 16.959 12.275 0.540
Br 20.368 14.999 12.097 0.508
Br 17.275 13.722 12.171 0.522
H 18.591 15.157 13.822 -0.097
C 14.764 15.435 7.570 -1.567
Br 15.361 16.841 8.762 0.579
Br 12.822 15.335 7.434 0.573
Br 15.522 13.720 8.021 0.534
H 15.164 15.660 6.616 -0.047
C 10.691 12.044 8.324 -1.492
Br 12.417 11.479 7.597 0.549
Br 10.508 11.997 10.289 0.585
Br 9.202 11.148 7.365 0.547
H 10.637 13.069 8.040 -0.078
C 12.826 13.806 17.324 -1.566
Br 12.358 12.057 18.245 0.496
Br 13.410 15.086 18.619 0.573
Br 11.467 14.562 16.186 0.553
H 13.682 13.514 16.710 -0.119
C 17.251 13.012 17.130 -1.529
Br 15.878 12.173 15.977 0.598
Br 16.993 12.708 19.063 0.567
Br 17.600 14.820 16.568 0.615
H 18.142 12.465 16.781 -0.099
C 19.810 11.139 7.953 -1.503
Br 19.188 11.549 6.110 0.530
Br 18.894 12.072 9.426 0.487
Br 21.829 11.220 8.003 0.500
H 19.623 10.096 8.072 -0.104
C 8.762 12.994 13.804 -1.534
Br 9.500 11.301 14.464 0.544
Br 8.134 14.093 15.313 0.525
Br 7.375 12.790 12.412 0.531
H 9.531 13.576 13.300 -0.045
C 19.304 7.524 10.929 -0.996
Cl 20.462 8.718 10.313 0.512
Cl 17.937 7.324 9.841 0.556
H 19.772 6.562 11.070 0.027
H 18.944 7.845 11.920 -0.006
C 13.026 6.507 12.928 -1.048
Cl 13.012 6.327 14.696 0.530
Cl 14.606 6.666 12.141 0.519
H 12.548 5.647 12.486 0.023
H 12.394 7.354 12.756 -0.079
C 13.274 14.673 11.415 -1.042
Cl 13.134 13.767 12.921 0.492
Cl 12.443 16.209 11.629 0.516
H 14.324 14.747 11.073 0.008
H 12.667 14.134 10.726 -0.046
C 16.623 7.375 16.992 -1.049
Cl 16.559 8.687 18.130 0.521
Cl 16.786 8.037 15.399 0.498
H 17.488 6.743 17.215 0.041
H 15.716 6.802 16.974 -0.006
C 15.359 8.977 8.823 -1.102
Cl 16.249 10.249 8.002 0.482
Cl 15.382 7.388 8.005 0.489
H 15.728 8.810 9.868 -0.027
H 14.316 9.247 8.902 -0.029
C 15.107 10.945 12.749 -1.075
Cl 13.588 10.556 13.534 0.509
Cl 14.866 11.322 11.063 0.559
H 15.614 11.760 13.218 -0.099
H 15.673 10.067 12.919 0.001
C 12.749 8.234 17.723 -1.075
Cl 12.901 6.546 18.267 0.495
Cl 11.096 8.799 17.676 0.506
H 13.412 8.927 18.303 0.023
H 13.086 8.135 16.680 -0.039

---

No. 5
44
Properties=species:S:1:pos:R:3:nbo_charge:R:1 method="wB97M-V/def2-TZVPD" largest_force_ev_per_a=15.711 orbital_gap_ev=7.923 e_above_lowest_kj_mol=1444.6 total_charge=0 e_tot_ev=-105099.8462
C 0.525 -6.101 2.410 -0.619
C 0.803 -4.991 1.267 0.029
C 0.116 -5.116 -0.049 -0.275
C 0.418 -4.276 -0.966 0.046
C 1.451 -3.166 -0.747 0.237
C 1.899 -3.197 0.547 -0.093
C 1.662 -4.171 1.657 -0.229
H 2.299 -3.953 2.298 0.222
Br 3.105 -1.716 0.628 0.040
O 1.567 -2.279 -1.720 -0.522
C 0.380 -1.558 -2.354 -0.121
C 0.137 -0.555 -1.265 -0.074
H 1.181 0.136 -0.702 0.169
O -0.979 0.432 -1.628 -0.592
C -0.304 1.591 -2.332 0.008
H 0.316 1.207 -2.867 0.114
C 0.156 2.735 -1.180 -0.234
N -1.002 3.483 -0.776 -0.473
C -1.917 2.975 -0.050 -0.195
C -1.405 2.678 1.520 -0.384
C -0.784 4.072 1.959 -0.454
C -0.055 4.601 1.047 -0.361
C -0.670 4.788 -0.414 -0.205
H -0.025 5.172 -1.015 0.191
H -1.374 5.465 -0.586 0.198
H 0.327 5.846 1.332 0.178
H 1.132 4.211 1.113 0.210
H -0.477 4.020 2.847 0.206
H -1.795 4.642 2.225 0.167
H -0.470 2.089 1.537 0.167
H -2.075 2.294 2.023 0.172
H -2.023 1.892 -0.388 0.230
H -2.833 3.507 0.103 0.195
H 0.793 2.233 -0.441 0.192
H 0.822 3.299 -1.869 0.209
H -1.431 1.965 -2.959 0.191
H -0.228 -0.940 -0.391 0.186
H -0.593 -2.084 -2.381 0.242
H 0.897 -0.984 -3.097 0.222
Cl -0.509 -4.748 -2.542 -0.079
H -0.568 -6.037 0.014 0.257
H -0.087 -7.214 2.069 0.205
H 1.569 -6.516 2.867 0.219
H 0.048 -5.732 3.257 0.210